{
  "formula": "C49H64N12Si",
  "method": "ωB97M-V/def2-TZVPD",
  "e_lumo_ev": -7.4027,
  "homo_lumo_gap_ev": 2.66,
  "charge": 2,
  "symbols": ["C", "Si", "C", "C", "N", "C", "C", "C", "C", "C", "C", "N", "N", "C", "C", "C", "C", "H", "H", "H", "H", "H", "H", "H", "H", "H", "H", "H", "H", "H", "H", "H", "H", "H", "H", "H", "N", "C", "C", "C", "C", "H", "H", "H", "H", "H", "N", "C", "C", "C", "C", "H", "H", "H", "H", "H", "N", "C", "C", "C", "C", "H", "H", "H", "H", "H", "N", "C", "C", "C", "C", "H", "H", "H", "H", "H", "N", "C", "C", "C", "C", "H", "H", "H", "H", "H", "N", "C", "C", "C", "C", "H", "H", "H", "H", "H", "N", "C", "C", "C", "C", "H", "H", "H", "H", "H", "N", "C", "C", "C", "C", "H", "H", "H", "H", "H", "N", "C", "C", "C", "C", "H", "H", "H", "H", "H"],
  "coordinates": [[-0.83190, -0.66117, -2.20251], [0.82342, -1.50869, -2.00274], [0.60183, -2.87070, -0.73479], [1.27910, -2.26096, -3.64363], [2.00714, -0.19448, -1.44061], [2.53803, -0.17096, -0.20524], [3.39032, 0.83272, 0.22588], [3.69196, 1.86559, -0.63337], [4.54678, 3.02353, -0.25578], [3.90570, 4.14546, 0.27211], [4.64430, 5.26461, 0.60766], [5.98077, 5.27713, 0.45553], [6.71577, 6.40899, 0.84540], [6.60890, 4.20558, -0.04909], [5.91602, 3.06285, -0.40721], [3.15708, 1.83728, -1.91738], [2.32552, 0.79712, -2.29085], [-1.17477, -0.32913, -1.22329], [-1.55831, -1.34364, -2.62689], [-0.72883, 0.22296, -2.83167], [0.67911, -2.55761, 0.30303], [1.27248, -3.69458, -0.95973], [-0.40080, -3.25507, -0.90765], [2.06951, -3.00240, -3.59181], [1.49359, -1.49676, -4.38882], [0.37979, -2.77652, -3.97440], [2.27629, -0.97159, 0.46699], [3.79652, 0.77565, 1.22456], [2.83980, 4.14122, 0.42479], [4.17277, 6.14667, 1.00915], [6.17401, 6.92046, 1.52827], [6.95827, 6.97977, 0.04268], [7.68022, 4.26594, -0.14995], [6.44905, 2.21120, -0.79598], [3.35076, 2.61063, -2.64418], [1.89725, 0.75675, -3.27992], [-1.50457, -2.41367, 2.90513], [-1.85154, -2.94580, 4.11809], [-1.29533, -2.16584, 5.09591], [-0.58348, -1.11930, 4.45212], [-0.73092, -1.29574, 3.10191], [-1.77409, -2.78459, 2.01292], [-2.46139, -3.83054, 4.18096], [-1.38591, -2.32659, 6.15648], [-0.02789, -0.32765, 4.92743], [-0.35882, -0.72516, 2.26550], [1.22880, 4.60937, -2.27022], [1.28474, 5.97974, -2.34932], [0.64612, 6.35746, -3.49664], [0.18034, 5.17611, -4.13549], [0.54898, 4.11520, -3.35722], [1.61200, 4.05799, -1.53067], [1.76834, 6.56426, -1.58458], [0.51898, 7.36927, -3.84161], [-0.36969, 5.11729, -5.05910], [0.38173, 3.05781, -3.47826], [-3.47240, 0.44179, 1.53662], [-3.39998, 1.80192, 1.39483], [-4.09291, 2.14486, 0.26467], [-4.60483, 0.94409, -0.29692], [-4.20854, -0.08847, 0.51240], [-3.04932, -0.08277, 2.28385], [-2.86952, 2.40739, 2.11063], [-4.22369, 3.14430, -0.11498], [-5.19814, 0.84909, -1.19025], [-4.38802, -1.14843, 0.44851], [-7.17085, -0.13340, -3.12819], [-6.20058, -0.18133, -4.09155], [-6.39113, -1.32554, -4.82047], [-7.52272, -1.99232, -4.27442], [-7.98233, -1.23104, -3.23362], [-7.27575, 0.59743, -2.44911], [-5.46574, 0.60111, -4.17864], [-5.79181, -1.64703, -5.65635], [-7.94799, -2.92349, -4.61030], [-8.81131, -1.37543, -2.56260], [-5.74371, -4.98192, -3.80777], [-6.27567, -6.07783, -3.18624], [-6.53210, -7.02060, -4.14590], [-6.13768, -6.47303, -5.39602], [-5.65640, -5.21475, -5.15407], [-5.47048, -4.13158, -3.35147], [-6.42428, -6.09305, -2.11960], [-6.95360, -7.99711, -3.97428], [-6.20175, -6.94873, -6.35986], [-5.26156, -4.46804, -5.82148], [6.01033, 2.35348, 3.55759], [5.65095, 2.59004, 4.85710], [5.40765, 1.37232, 5.43751], [5.64291, 0.37003, 4.45434], [6.02793, 1.01016, 3.30484], [6.25851, 3.06509, 2.89771], [5.59520, 3.58981, 5.25117], [5.10325, 1.21288, 6.45768], [5.55626, -0.69527, 4.58563], [6.32156, 0.63497, 2.33760], [-7.86561, -9.50734, -1.56985], [-8.56393, -10.01966, -0.50970], [-8.13348, -11.30234, -0.30443], [-7.13450, -11.57520, -1.27835], [-6.99069, -10.44890, -2.04231], [-7.97911, -8.58357, -1.94366], [-9.30469, -9.43087, 0.00337], [-8.49485, -11.97270, 0.45691], [-6.58637, -12.49376, -1.40283], [-6.34439, -10.23676, -2.87691], [10.40142, 5.34708, 0.52448], [11.03622, 4.74379, -0.53720], [12.36154, 4.63976, -0.22669], [12.54043, 5.19786, 1.06914], [11.31934, 5.62339, 1.50776], [9.42400, 5.55353, 0.56809], [10.49155, 4.44509, -1.41798], [13.12335, 4.21386, -0.85705], [13.46512, 5.27791, 1.61441], [11.02389, 6.09827, 2.42756], [-2.86610, 1.63035, 5.65574], [-3.18970, 1.08639, 6.86863], [-2.61153, 1.85674, 7.84102], [-1.91237, 2.90889, 7.18957], [-2.08917, 2.74259, 5.84227], [-3.15398, 1.26855, 4.76682], [-3.80172, 0.20344, 6.93521], [-2.68419, 1.68882, 8.90204], [-1.34989, 3.69856, 7.65858], [-1.73418, 3.31920, 5.00484]],
  "forces_ev_per_a": [[1.101, 0.611, 0.447], [-2.030, -1.594, -0.509], [0.570, 0.554, -0.311], [0.346, 0.553, 0.394], [0.591, 0.323, 0.310], [0.102, 0.009, 0.174], [-0.209, -0.407, 0.185], [0.274, 0.117, -0.637], [-0.679, 0.290, 0.471], [0.543, 0.201, 0.055], [-0.576, -0.483, -0.018], [-0.572, 0.090, -0.264], [0.348, -0.534, 0.031], [0.371, -0.273, -0.041], [0.196, 0.185, -0.037], [-0.360, -0.305, -0.307], [0.187, 0.300, 0.105], [-0.281, 0.077, 0.053], [-0.084, -0.116, -0.121], [-0.297, 0.049, -0.154], [-0.009, -0.193, 0.178], [0.249, -0.086, 0.289], [-0.222, 0.089, 0.004], [0.248, 0.061, -0.086], [0.161, -0.117, -0.212], [-0.197, -0.035, 0.023], [-0.090, -0.185, -0.024], [0.026, 0.038, 0.174], [-0.142, 0.155, 0.108], [0.079, 0.176, 0.025], [0.081, 0.199, 0.032], [-0.115, 0.037, -0.079], [0.152, 0.106, 0.085], [0.230, -0.014, -0.067], [0.092, 0.126, -0.043], [-0.062, -0.045, -0.122], [-0.044, 0.047, -0.013], [0.012, 0.005, -0.030], [-0.023, -0.019, -0.008], [0.033, 0.084, 0.000], [0.009, -0.021, -0.137], [-0.026, -0.055, 0.017], [0.003, -0.004, 0.018], [-0.003, 0.015, 0.006], [-0.037, 0.011, 0.034], [-0.017, 0.027, 0.010], [0.048, 0.051, -0.062], [0.057, -0.050, -0.015], [0.009, 0.011, 0.007], [-0.003, -0.015, -0.013], [0.093, -0.017, 0.009], [-0.142, -0.053, 0.110], [-0.039, 0.028, 0.000], [-0.011, 0.001, -0.007], [-0.006, 0.011, -0.003], [-0.066, 0.010, 0.001], [0.085, 0.003, 0.060], [0.082, -0.048, 0.022], [0.042, 0.016, -0.050], [0.038, -0.010, -0.019], [0.081, -0.029, -0.015], [-0.022, -0.046, 0.005], [-0.030, 0.022, 0.012], [-0.029, 0.005, 0.014], [0.008, -0.033, -0.008], [-0.070, 0.009, 0.006], [0.017, -0.017, 0.019], [0.043, 0.024, 0.079], [0.059, -0.061, 0.042], [-0.004, -0.070, 0.005], [0.076, 0.017, 0.029], [-0.081, 0.030, -0.025], [-0.019, 0.015, -0.035], [-0.031, 0.021, -0.036], [-0.008, 0.007, -0.015], [-0.020, -0.002, -0.023], [0.084, -0.061, -0.016], [0.012, 0.030, 0.037], [0.000, -0.027, 0.051], [-0.003, 0.000, -0.019], [0.025, 0.039, 0.042], [-0.124, 0.079, -0.034], [-0.009, -0.011, 0.000], [0.003, -0.015, -0.058], [-0.011, -0.003, -0.001], [-0.024, 0.000, -0.017], [0.053, 0.469, -0.210], [-0.148, -0.308, 0.028], [0.002, 0.032, -0.049], [-0.003, 0.086, -0.007], [-0.235, -0.175, -0.063], [0.176, 0.004, 0.069], [0.017, -0.006, 0.034], [0.009, -0.010, 0.008], [0.028, -0.004, 0.025], [0.087, -0.078, 0.053], [0.042, -0.011, 0.041], [-0.004, 0.041, -0.018], [0.009, -0.003, 0.013], [0.015, -0.002, 0.013], [-0.008, 0.060, -0.023], [-0.032, 0.000, -0.020], [-0.018, -0.018, -0.001], [-0.004, -0.005, -0.001], [-0.004, -0.006, -0.004], [0.004, -0.022, -0.005], [0.063, -0.153, -0.092], [-0.124, -0.005, 0.009], [0.017, -0.025, 0.005], [0.006, -0.014, -0.005], [-0.086, 0.025, 0.032], [0.009, 0.196, 0.134], [0.039, 0.032, -0.034], [0.009, 0.004, 0.002], [0.008, 0.002, -0.003], [0.022, 0.010, 0.001], [0.028, 0.021, 0.015], [0.024, -0.025, -0.037], [0.018, -0.009, 0.008], [0.033, -0.006, 0.001], [0.022, -0.054, -0.057], [-0.065, -0.013, 0.006], [-0.009, 0.005, 0.016], [-0.008, 0.008, 0.005], [-0.013, 0.008, 0.010], [-0.019, 0.032, 0.011]],
  "mulliken_charge": [-0.863, 0.169, -0.951, -1.046, 0.285, -0.381, -0.870, 0.353, 0.538, -0.549, -0.605, 0.535, -0.891, -0.280, -0.431, -0.810, -0.538, 0.190, 0.412, 0.333, 0.223, 0.357, 0.334, 0.379, 0.360, 0.354, 0.573, 0.682, 0.797, 0.503, 0.264, 0.289, 0.343, 0.578, 0.661, 0.584, 0.179, -0.543, -0.623, -0.495, -0.736, 0.187, 0.454, 0.457, 0.482, 0.627, 0.118, -0.304, -0.620, -0.538, -0.253, 0.227, 0.367, 0.414, 0.431, 0.226, 0.193, -0.409, -0.863, 0.099, -0.885, 0.153, 0.441, 0.434, 0.413, 0.417, 0.034, -0.552, -0.394, -0.428, -0.591, 0.229, 0.415, 0.425, 0.460, 0.414, 0.065, -0.497, 0.051, -0.938, -0.411, 0.169, 0.395, 0.382, 0.415, 0.358, 0.117, -0.431, -0.505, -0.599, -0.467, 0.151, 0.385, 0.425, 0.431, 0.525, 0.078, -0.550, -0.369, -0.554, -0.220, 0.167, 0.365, 0.390, 0.386, 0.318, 0.071, -0.304, -0.525, -0.579, -0.336, 0.207, 0.321, 0.398, 0.401, 0.368, 0.125, -0.546, -0.390, -0.664, -0.218, 0.124, 0.385, 0.421, 0.407, 0.361]
}